[1]
An isolated ion of composition C7H14BBrIN3OP and charge -1 at a distorted geometry. Source: OMol25; level of theory: the ωB97M-V functional and the def2-TZVPD basis.

**Charge**: -1
**LUMO**: 2.845 eV
**Frontier orbital gap**: 7.63 eV

Cartesian coordinates (Å):
C 2.7480 2.3074 2.7117
C 2.7833 1.2180 1.7969
B 2.6945 0.0198 0.6262
I 4.6105 -1.0958 0.6124
C 1.4777 -0.9786 1.1007
C 0.5943 -1.6303 -0.1164
C -0.8461 -0.7920 -0.1989
C -1.9279 -1.5651 -1.1668
N -3.3582 -1.0887 -1.0171
C -3.3286 0.3987 -0.7254
N -3.1531 1.2875 -1.7725
N -3.4417 1.0050 0.6688
P 2.4054 0.9238 -1.0370
O 3.3436 2.4276 -0.9417
Br 3.4176 -0.2643 -2.6898
H 2.3404 3.0853 3.5138
H 1.9704 -1.8608 1.7334
H 0.7372 -0.4176 1.8128
H 1.1249 -1.6636 -1.1587
H 0.2807 -2.7501 0.1523
H -1.3024 -0.7497 0.8952
H -0.5416 0.2883 -0.5977
H -1.8753 -2.7321 -0.9539
H -1.5783 -1.4001 -2.2916
H -3.8923 -1.6294 -0.2979
H -3.1554 2.2771 -1.4083
H -3.9835 1.9170 0.5984
H -2.4560 1.2947 0.9036
H 4.3122 2.1679 -0.7525

***

[2]
A 2-piece molecular cluster, C7H14BClO2 overall at a distorted geometry. Source: OMol25; level of theory: the ωB97M-V functional and the def2-TZVPD basis.

**Charge**: 0
**LUMO (spin up / spin down)**: -0.486 / 0.709 eV
**Energy above the lowest of the compared OMol25 structures with the same formula, charge and spin**: 2.7574 eV
**Frontier orbital gap (spin up / spin down)**: 7.04 / 8.93 eV

Cartesian coordinates (Å):
B 0.9844 -0.3995 0.6127
C 0.7415 1.4653 -0.6962
C 1.5783 1.8274 0.5984
C 1.3325 1.5691 -2.1837
C 0.7973 2.8987 1.4454
C -2.7302 -2.2137 0.1238
C -2.3308 -3.4571 -0.4969
C 0.7815 -1.8235 1.2515
O 0.5475 0.0565 -0.5642
O 1.6216 0.6265 1.4136
Cl 0.0538 -3.1182 0.4235
H -0.2177 1.9918 -0.6955
H 2.6008 1.9978 0.4358
H 1.2721 0.6131 -2.6462
H 2.4171 1.9224 -2.2192
H 0.6675 2.2256 -2.7880
H -0.2587 2.5698 1.3943
H 0.8169 3.7843 0.7336
H 1.2421 3.1725 2.3747
H -1.8533 -1.5477 0.3263
H -3.3268 -1.6862 -0.6119
H -3.1997 -2.4527 1.0555
H -2.6890 -4.3986 -0.1834
H -1.8328 -3.5920 -1.4201
H 0.9842 -2.0316 2.3162

***

[3]
C7H14BiOPS as an isolated structure at a distorted geometry. Source: OMol25; level of theory: the ωB97M-V functional and the def2-TZVPD basis.

**Charge**: 0
**LUMO (spin up / spin down)**: 0.439 / 0.401 eV
**Energy above the lowest of the compared OMol25 structures with the same formula, charge and spin**: 0.5766 eV
**Frontier orbital gap (spin up / spin down)**: 5.17 / 5.16 eV

Cartesian coordinates (Å):
C 3.0881 0.3986 0.1465
C 2.2944 0.4712 1.3487
C 1.6321 -0.7783 1.5594
C 1.8744 -1.6132 0.4172
C 2.8015 -0.9085 -0.4762
Bi 0.8723 0.5421 -0.8134
P 0.5968 2.2508 -2.7683
H 3.9034 1.0786 -0.1531
H 2.4001 1.2617 2.1278
H 1.1066 -1.0870 2.4602
H 3.3606 -1.3605 -1.2914
H 1.5854 -2.6494 0.3252
H 1.1498 1.5470 -3.9008
H 1.3175 3.4302 -2.3638
H -0.8165 2.5265 -2.9620
C -3.1999 -1.2151 1.7886
S -1.7654 -0.5019 0.9031
C -2.5026 -0.0945 -0.7139
O -1.4008 0.8425 1.4894
H -3.6138 -2.0400 1.1706
H -3.9520 -0.4178 1.9416
H -2.8414 -1.6220 2.7456
H -3.5674 -0.2934 -0.6421
H -2.3194 0.9695 -0.8962
H -2.0036 -0.7370 -1.4427

***

[4]
A 2-piece molecular cluster, C7H14BrNO overall at a distorted geometry. Source: OMol25; level of theory: the ωB97M-V functional and the def2-TZVPD basis.

**Charge**: 0
**LUMO**: 0.668 eV
**Energy above the lowest of the compared OMol25 structures with the same formula, charge and spin**: 0.0000 eV
**Frontier orbital gap**: 9.84 eV

Cartesian coordinates (Å):
C -0.7106 -2.0294 -0.1351
C -0.8087 -1.3286 -1.4536
C -0.5540 -1.0793 1.0373
C 0.4480 -0.5855 -1.8657
C 0.3197 0.1709 0.5859
C 0.7157 0.4808 -0.8191
C 2.0532 1.2850 -1.0836
N -1.7470 2.0186 2.7291
O -0.3386 1.1664 -0.1827
Br -0.3508 2.0800 3.9113
H -1.4683 -2.7370 0.0684
H 0.2449 -2.5713 -0.2110
H -0.9833 -2.0504 -2.2913
H -1.5407 -0.5332 -1.4061
H -1.4569 -0.7494 1.2987
H -0.0999 -1.5231 1.8728
H 1.3406 -1.1377 -1.7596
H 0.4136 -0.4187 -2.9216
H 0.9403 0.5767 1.3727
H 2.8784 0.7611 -0.5898
H 1.9394 2.3308 -0.5488
H 2.2451 1.2933 -2.0662
H -2.0361 3.0085 2.5440
H -1.4439 1.5714 1.9142

***

[5]
A 2-piece molecular cluster, C7H14ClNO3Si overall at a distorted geometry. Source: OMol25; level of theory: the ωB97M-V functional and the def2-TZVPD basis.

**Charge**: 0
**<S²>**: 2.0164
**Multiplicity**: 3
**LUMO (spin up / spin down)**: 0.690 / -1.429 eV
**Frontier orbital gap (spin up / spin down)**: 6.59 / 7.09 eV

Cartesian coordinates (Å):
C 1.0362 1.7255 -1.1523
C 0.8624 2.1657 -2.5824
C -4.9217 -0.3194 1.7428
C 2.6138 -2.1238 -2.1584
C 1.0150 -0.4426 1.1439
C 2.4278 -0.1776 1.6875
C -3.5582 0.0511 2.1679
N -2.7671 0.1956 1.1989
O 1.1247 2.6214 -0.3410
O -1.4907 0.4474 1.2090
O 1.7443 -1.0505 -1.9565
Si 1.1545 -0.1481 -0.7463
Cl 3.6441 -1.1972 0.8334
H 1.1504 3.2467 -2.8570
H 1.3244 1.6750 -3.4474
H -0.1916 2.1347 -2.9357
H -5.3917 -1.1172 2.4125
H -5.0942 -0.7454 0.7851
H -5.6670 0.4899 1.7202
H 3.5491 -1.5930 -2.1945
H 2.4573 -2.3798 -3.2573
H 2.5188 -2.9915 -1.5114
H 0.2558 0.1460 1.5836
H 0.5841 -1.4898 1.2931
H 2.6378 0.8892 1.4608
H 2.4483 -0.3665 2.7332
H -3.4665 0.3543 3.1684

***

[6]
One molecule with the formula C7H14FN2O2P at a distorted geometry. Source: OMol25; level of theory: the ωB97M-V functional and the def2-TZVPD basis.

**Charge**: 0
**LUMO**: 0.634 eV
**Energy above the lowest of the compared OMol25 structures with the same formula, charge and spin**: 0.0000 eV
**Frontier orbital gap**: 11.01 eV

Cartesian coordinates (Å):
C -0.1105 -1.9394 -3.2624
C 1.5246 -0.3068 2.9352
C -0.2033 2.3742 0.7129
C -1.4557 -0.8220 -1.6133
C 1.1587 -0.5728 1.4459
C -0.6341 0.4093 -1.1992
C -1.4333 -1.3667 -3.0967
N 1.0124 -2.2623 -3.3516
N -1.6563 -0.1955 -4.0532
O -2.4548 0.6966 0.9456
O -0.2449 -0.3845 1.3444
F -3.0727 -0.2627 -4.4332
P -1.0461 0.7247 0.4622
H 0.5133 -0.5370 3.5231
H 2.3719 -0.9933 3.2844
H 1.7284 0.7589 3.0910
H -0.6009 2.8277 1.7141
H 0.8131 2.3695 0.7014
H -0.7019 3.1208 0.0584
H -1.3116 -1.7060 -1.0284
H -2.5479 -0.5348 -1.5802
H 1.5029 -1.5471 1.2006
H 1.8024 0.1213 0.9379
H 0.4031 0.2074 -1.2509
H -0.6454 1.2405 -1.7653
H -2.2502 -1.9692 -3.4272
H -1.1545 -0.1959 -4.9415

***

[7]
One molecule with the formula C7H14FNO4S at a distorted geometry. Source: OMol25; level of theory: the ωB97M-V functional and the def2-TZVPD basis.

**Charge**: 0
**LUMO**: 0.501 eV
**Frontier orbital gap**: 10.95 eV

Cartesian coordinates (Å):
C 5.1575 -1.1112 -0.0737
C 4.2677 0.1281 -0.2514
O 4.7456 1.2004 -0.4083
O 2.9428 -0.1345 -0.2531
C 2.1272 1.0270 -0.0190
C 0.8237 0.5489 0.6844
C -0.4433 0.9004 -0.1382
C -1.7176 0.3410 0.5357
C -2.9697 0.6119 -0.3669
N -3.4903 -0.6793 -0.8836
S -4.5394 -1.4048 0.1498
O -3.9846 -1.4864 1.4477
O -5.8570 -0.8801 0.1019
F -4.6055 -2.8771 -0.4316
H 5.6887 -1.0329 0.8815
H 5.8853 -1.0893 -0.8923
H 4.5268 -2.0075 -0.1145
H 2.6095 1.7683 0.6253
H 1.8332 1.4715 -0.9821
H 0.7063 1.0683 1.6498
H 0.8854 -0.5244 0.9066
H -0.5561 1.9880 -0.2590
H -0.3336 0.3726 -1.1010
H -1.6052 -0.7476 0.6024
H -1.9008 0.7736 1.5283
H -3.7271 1.2292 0.1352
H -2.6134 1.1698 -1.2446
H -3.8562 -0.6238 -1.8293

***

[8]
C7H14GaO4 as an isolated structure at a distorted geometry. Source: OMol25; level of theory: the ωB97M-V functional and the def2-TZVPD basis.

**Charge**: +2
**<S²>**: 1.5676
**Multiplicity**: 2
**LUMO (spin up / spin down)**: -12.222 / -10.550 eV
**Frontier orbital gap (spin up / spin down)**: 4.64 / 6.46 eV

Cartesian coordinates (Å):
O -3.1946 -1.8278 1.4876
C -2.6286 -0.7434 1.2359
C -3.1545 0.1650 0.1537
O -4.3023 0.8372 0.5603
C -4.8016 1.7384 -0.3969
H -0.7760 -1.1064 1.0670
H -3.3338 -0.4561 -0.7475
H -2.3447 0.8744 -0.1180
H -5.7154 2.1842 0.0130
H -4.0679 2.5360 -0.6068
H -5.0464 1.2271 -1.3424
H -2.3267 -0.1633 2.1388
O 3.1391 1.3233 -0.3672
C 1.9586 1.8317 0.1724
C 1.2934 0.8335 1.1134
O 1.3060 -0.4569 0.4519
C 0.4999 -1.4521 1.0550
C 0.7413 -2.7627 0.5268
Ga 2.8439 -0.4934 -0.5514
H 1.2322 2.0921 -0.6217
H 2.1364 2.7535 0.7566
H 0.2536 1.1142 1.3190
H 1.8473 0.7293 2.0599
H 0.6405 -1.4121 2.1456
H 1.0857 -2.8881 -0.5009
H 0.3997 -3.6318 1.0872

***

[9]
A 2-piece molecular cluster, C7H14IN overall at a distorted geometry. Source: OMol25; level of theory: the ωB97M-V functional and the def2-TZVPD basis.

**Charge**: 0
**LUMO (spin up / spin down)**: 0.297 / 0.317 eV
**Energy above the lowest of the compared OMol25 structures with the same formula, charge and spin**: 0.8382 eV
**Frontier orbital gap (spin up / spin down)**: 7.77 / 8.60 eV

Cartesian coordinates (Å):
C -0.9795 0.5008 0.5798
C -2.4168 0.6461 0.9445
C -1.3267 1.9923 -1.3357
C 1.0990 -1.1984 -1.4926
C 1.8865 -2.3803 0.5194
C -0.3215 1.6249 -0.1666
C 1.6215 -1.0990 -0.1261
N -0.2920 -0.5122 0.9006
I 3.1238 0.3984 0.2735
H -2.6869 1.7266 1.2366
H -2.6551 0.1223 1.8932
H -2.9239 0.2582 0.0731
H -1.3791 1.2247 -2.0872
H -0.9586 2.8685 -2.0608
H -2.2288 2.1337 -0.9489
H 0.6840 -0.3263 -1.7043
H 2.0249 -1.3507 -2.0984
H 0.4483 -2.0793 -1.5538
H 2.1498 -3.2774 -0.1040
H 2.4243 -2.2928 1.4443
H 0.8572 -2.7512 0.8059
H 0.6845 1.4376 -0.4987
H -0.1379 2.4362 0.4552

***

[10]
C7H14IrOPS as an isolated structure at a distorted geometry. Source: OMol25; level of theory: the ωB97M-V functional and the def2-TZVPD basis.

**Charge**: 0
**<S²>**: 6.0546
**Multiplicity**: 5
**LUMO (spin up / spin down)**: 0.590 / -1.490 eV
**Frontier orbital gap (spin up / spin down)**: 3.95 / 5.91 eV

Cartesian coordinates (Å):
C -0.5943 0.1760 -1.2060
C -1.3311 1.3579 -1.8061
C -0.3985 2.2445 -2.4510
C 0.8917 1.6602 -2.1332
C 0.7777 0.4169 -1.3846
Ir 0.4204 -1.0537 1.2084
P 0.1121 -2.4021 -0.4278
H -1.2864 -0.7251 -1.4297
H -2.4152 1.4160 -1.8707
H -0.6083 3.2969 -2.9131
H 1.5843 -0.3635 -1.5268
H 1.8537 2.1460 -2.2051
H 1.1792 -2.8430 -1.3128
H -0.9984 -2.4832 -1.4197
H -0.1624 -3.6765 0.3481
C -0.7730 1.9899 3.7385
S 0.8401 1.5080 3.3759
C 1.5695 0.9113 4.8265
O 0.7470 0.2117 2.4801
H -0.8086 2.6634 4.5858
H -1.2899 1.0811 3.9518
H -1.2352 2.4611 2.8696
H 0.9298 0.1466 5.1740
H 2.5407 0.4872 4.6224
H 1.6693 1.6805 5.5979

***

no.,E (eV)
1,-102109.8149
2,-24777.8837
3,-35490.5008
4,-81063.4641
5,-35512.8938
6,-26564.9876
7,-30718.5098
8,-68026.1623
9,-17072.5774
10,-32484.5444